This record from OMol25 describes a structure of composition C36H31ClFN6O5RhS at a distorted geometry. The level of theory is ωB97M-V/def2-TZVPD.

Cartesian coordinates (Å):
Rh1 -0.3447 2.3041 1.1892
F1 -0.8120 -1.2587 -4.7602
C1 -0.3611 -1.6782 -3.5567
C2 -0.5980 -0.8817 -2.4649
C3 -0.1608 -1.2567 -1.1905
C4 -0.3856 -0.4019 -0.0328
O1 -0.8428 0.7626 -0.1724
C5 -0.0910 -1.0188 1.2240
C6 0.5655 -2.2097 1.2809
N1 0.9714 -2.8817 0.1825
C7 1.9477 -3.9298 0.3069
C8 3.1754 -3.6402 1.1170
C9 3.2684 -3.7054 -0.3753
C10 0.5380 -2.4739 -1.0564
C11 0.7705 -3.2630 -2.1857
C12 0.3400 -2.8927 -3.4556
N2 0.5804 -3.7521 -4.5301
C13 1.8771 -4.3712 -4.6939
C14 1.6553 -5.8653 -4.9912
N3 0.3352 -6.0036 -5.6706
C15 0.1123 -4.8861 -6.6230
C16 -0.0936 -3.5956 -5.8081
C17 -0.4112 -0.3381 2.5468
O2 -0.8000 -1.0113 3.4811
O3 -0.1906 0.9180 2.5967
H1 -1.1183 0.0533 -2.5889
H2 0.8026 -2.6460 2.2410
H3 1.5318 -4.9316 0.3324
H4 3.6081 -4.4368 1.7009
H5 3.2505 -2.6676 1.5789
H6 3.7667 -4.5445 -0.8356
H7 3.3958 -2.7739 -0.9072
H8 1.2950 -4.1954 -2.0645
H9 2.4816 -4.2482 -3.7985
H10 2.4230 -3.8972 -5.5192
H11 1.6323 -6.4547 -4.0740
H12 2.4408 -6.2536 -5.6407
H13 -0.4035 -5.9410 -4.9578
H14 0.2620 -6.9131 -6.1386
H15 -0.7654 -5.0866 -7.2387
H16 0.9818 -4.8165 -7.2791
H17 -1.1574 -3.4341 -5.6249
H18 0.2803 -2.7423 -6.3894
Cl1 2.8729 7.3860 -2.9805
C18 1.8773 6.3077 -2.0958
C19 0.5162 6.5955 -1.9149
C20 -0.2762 5.7299 -1.2144
C21 0.2147 4.5054 -0.6702
O4 -0.6178 3.7646 -0.0443
C22 1.6164 4.2251 -0.8735
C23 2.2425 3.0253 -0.3917
O5 1.7045 2.0522 0.1393
C24 2.4108 5.1489 -1.5661
H19 0.1056 7.5033 -2.3233
H20 -1.3198 5.9480 -1.0470
H21 3.3376 2.9956 -0.5200
H22 3.4609 4.9442 -1.6999
N4 -2.4381 2.3776 4.8811
C25 -3.5291 1.5627 4.9773
C26 -3.9617 1.1074 6.2290
C27 -5.0911 0.3278 6.3302
C28 -5.8258 -0.0230 5.1894
C29 -5.3978 0.3837 3.9455
C30 -4.2507 1.1678 3.8251
S1 -3.6609 1.6143 2.2476
N5 -2.3554 2.5234 2.5103
C31 -1.8502 2.8198 3.7261
C32 -0.6514 3.5864 3.7857
C33 -0.2345 4.2953 4.9369
C34 0.9189 5.0330 4.9169
C35 1.6789 5.0710 3.7398
C36 1.2348 4.3559 2.6504
N6 0.1152 3.6398 2.6481
H23 -1.9343 2.5604 5.7395
H24 -3.3945 1.3814 7.1060
H25 -5.4138 -0.0172 7.2987
H26 -6.7220 -0.6162 5.2862
H27 -5.9347 0.1041 3.0523
H28 -0.8449 4.2893 5.8265
H29 1.2383 5.5875 5.7841
H30 2.5936 5.6339 3.6824
H31 1.8120 4.3631 1.7336

Cartesian forces, eV/Å:
0.065 -1.218 0.522
0.130 -0.054 0.103
-0.136 0.314 0.228
0.100 -0.223 -0.197
0.017 -0.129 -0.090
0.235 -0.546 0.444
0.023 0.706 -0.113
-0.138 0.592 0.147
-0.120 0.172 -0.200
-0.052 0.189 0.317
0.217 -0.419 0.032
0.054 -0.023 0.016
0.048 0.020 0.030
-0.279 0.392 -0.387
0.006 0.119 -0.258
-0.059 0.103 0.631
-0.073 -0.103 -0.172
0.128 -0.083 -0.048
0.702 0.230 0.411
-0.367 -0.388 -0.002
-0.152 0.643 -0.471
-0.210 0.179 -0.065
-0.208 -1.163 -0.371
0.221 0.030 -0.048
0.425 0.768 0.639
-0.101 0.148 -0.045
0.097 -0.023 0.009
0.055 0.036 0.005
-0.073 -0.115 0.009
-0.015 0.090 -0.013
-0.002 -0.145 0.046
-0.046 0.095 0.012
-0.019 -0.135 0.033
0.000 -0.081 -0.077
0.024 -0.014 0.042
-0.105 -0.024 -0.113
-0.184 -0.070 -0.051
0.189 -0.162 -0.138
-0.042 0.172 0.144
0.114 -0.125 0.088
-0.041 -0.159 0.116
0.100 -0.024 -0.078
-0.060 -0.158 0.006
0.225 0.301 -0.201
0.379 -0.966 0.414
0.098 -0.367 0.198
-0.088 -0.338 0.121
0.958 0.583 -0.617
-1.167 0.405 -0.319
-0.794 -0.513 0.764
0.012 1.248 -0.775
-1.584 -0.433 1.757
-0.049 1.047 -0.551
-0.065 0.162 -0.051
-0.100 0.005 -0.021
-0.135 -0.252 -0.182
0.181 -0.035 -0.054
2.429 1.857 -0.451
-2.653 -1.861 -0.312
0.541 0.543 -0.859
-0.729 -0.446 -0.527
0.289 0.069 0.976
0.781 0.520 -0.402
0.489 -0.011 1.744
-1.826 -1.057 -1.645
4.347 1.996 1.931
-3.105 -2.329 -1.923
2.450 1.573 0.007
-0.952 -0.796 -0.812
0.872 0.259 -0.853
-0.581 -0.050 0.845
0.271 0.103 -0.343
-0.538 -0.504 0.892
-0.149 -0.073 -0.187
0.030 0.026 0.171
-0.051 -0.020 0.114
-0.038 -0.043 0.011
-0.108 -0.060 -0.094
-0.079 -0.027 0.038
0.001 0.031 0.133
0.117 0.086 -0.049
-0.145 -0.049 0.024

The HOMO energy comes out at -11.0 eV. Its energy relative to the best compared isomer or geometry (same formula, charge and spin) is 50.0 kcal per mole. The multiplicity is 1. As for the total charge: +2. For the LUMO energy, the calculation gives -5.713 eV. Its gap between HOMO and LUMO is 5.33 eV. The max |F| is 5.16 eV/A.